Below is 2 unconnected molecules or ions with the total composition C5H14NO2, with properties calculated with ωB97M-V/def2-TZVPD.

```
22
Properties=species:S:1:pos:R:3:lowdin_spin:R:1
O -3.5717 0.5487 0.6267 0.0037
O -1.9872 -1.5526 0.4612 0.0043
N 0.3430 -0.2817 -1.4214 0.0053
C -0.5187 0.2377 -0.3746 0.0047
C 1.8055 -0.2739 -1.3281 0.1946
C -0.8458 -0.8720 0.7781 0.0089
C 2.3684 -0.5724 0.0866 0.3090
C -0.1539 1.6031 0.1880 0.0511
H -1.5442 0.2834 -0.7085 0.0002
H 0.0318 -1.5383 0.8010 0.0035
H -3.5445 0.9243 1.5112 0.0010
H 2.2537 -1.6538 0.2289 0.0467
H 2.2526 -1.0601 -1.9250 0.0768
H -0.5244 2.3612 -0.5181 0.0092
H 0.9095 1.7852 0.3046 0.0307
H 3.4381 -0.3630 0.1748 0.1466
H -0.9827 -0.2803 1.7118 0.0025
H 0.0532 -1.2348 -1.5559 0.0075
H 1.8282 -0.0517 0.8774 0.0202
H -0.6882 1.7478 1.1266 0.0053
H 2.2566 0.6272 -1.7626 0.0678
H -3.1795 -0.3839 0.7175 0.0004
```

Summary:
gap between HOMO and LUMO (spin up / spin down): 2.21 / 6.25 eV
relative energy (zero: lowest compared OMol25 entry of this formula, charge and spin): 21.8 kcal/mol
LUMO level (spin up / spin down): 6.349 / 6.262 eV
multiplicity: 2
highest occupied orbital energy (spin up / spin down): 4.14 / 0.01 eV
charge: -2
calculated total energy: -403.9675 hartree

Below is a molecular structure, C3H5Cl2N2O, with properties calculated with ωB97M-V/def2-TZVPD.

```
13
Properties=species:S:1:pos:R:3:mulliken_charge:R:1
Cl -0.9161 0.6215 -2.9762 -0.6443
Cl -3.1467 1.6184 -0.9952 -0.5348
O 1.5029 -2.1782 -0.9305 -0.5906
N 0.3468 -0.2396 -0.5226 0.4751
N 0.8504 -1.3943 -0.1966 -0.2065
C 0.7043 0.3442 1.7273 -0.6079
C 1.2988 -0.8315 1.8269 -0.3496
C 0.1575 0.6675 0.4010 0.1737
H -0.3063 -0.1437 -1.3097 0.0906
H 1.8770 -1.5958 2.2831 0.4371
H -0.7082 1.2444 0.1472 0.0389
H -2.1403 0.7803 -1.8238 0.2899
H 0.4800 1.1069 2.3692 0.4286
```

Summary:
gap between HOMO and LUMO (spin up / spin down): 7.29 / 7.28 eV
relative energy (zero: lowest compared OMol25 entry of this formula, charge and spin): 68.9 kcal/mol
LUMO level (spin up / spin down): 3.537 / 3.536 eV
highest occupied orbital energy (spin up / spin down): -3.75 / -3.75 eV
charge: -1
calculated total energy: -1222.3258 hartree